[1]
The following is a DFT calculation (ωB97M-V/def2-TZVPD) of a single C4H7NS3 molecule at a distorted geometry.

Cartesian coordinates (Å):
1 C 0.886 -1.687 -1.749
2 S 0.195 0.013 -1.549
3 C -0.125 -0.121 0.227
4 N 0.628 -0.563 1.140
5 S 2.180 -1.111 1.001
6 C -1.372 0.813 0.559
7 C -1.754 0.490 1.955
8 S -1.780 1.920 -0.569
9 H 0.188 -2.513 -1.420
10 H 1.905 -1.785 -1.077
11 H 1.147 -2.000 -2.946
12 H 2.677 -0.928 2.347
13 H -2.606 1.010 2.417
14 H -0.845 0.643 2.705
15 H -2.189 -0.602 1.914

Values from the calculation:
LUMO energy (eV): -0.83
SMILES: CS/C(=N\S)C(C)=S
2S+1: 1
Energy relative to the best compared isomer or geometry (same formula, charge and spin) (kcal/mol): 69.4
Max |F| (eV Å⁻¹): 3.75
E_tot (hartree): -1405.8128
HOMO-LUMO gap (eV): 7.7
HOMO level (eV): -8.5

=====

[2]
The following is a DFT calculation (ωB97M-V/def2-TZVPD) of a molecular structure, C4H7NSSi at a distorted geometry.

Cartesian coordinates (Å):
1 C -1.745 1.186 0.144
2 C -0.472 0.800 -0.005
3 C -0.504 -0.648 0.058
4 C 0.800 1.527 -0.144
5 N -1.682 -1.205 0.247
6 Si 0.944 -2.026 0.015
7 S -2.851 -0.135 0.260
8 H -2.103 2.175 0.016
9 H 0.685 2.450 -0.652
10 H 1.132 1.654 0.830
11 H 1.454 0.819 -0.844
12 H 1.653 -1.813 1.178
13 H 2.034 -1.322 -0.930
14 H 0.657 -3.462 -0.172

Values from the calculation:
LUMO energy (eV): 0.91
2S+1: 1
Energy relative to the best compared isomer or geometry (same formula, charge and spin) (kcal/mol): 6.3
Max |F| (eV Å⁻¹): 3.84
E_tot (hartree): -898.9850
HOMO-LUMO gap (eV): 10.2
HOMO level (eV): -9.3

=====

[3]
The following is a DFT calculation (ωB97M-V/def2-TZVPD) of a single C4H7O2P molecule at a distorted geometry.

Cartesian coordinates (Å):
1 C -0.710 0.856 1.231
2 C -0.345 1.150 -0.019
3 C 0.903 0.616 -0.658
4 C 0.962 -0.875 -0.345
5 P -0.817 -1.274 -0.173
6 O -1.206 -2.054 0.996
7 O -1.614 -1.097 -1.382
8 H -0.074 0.315 1.914
9 H -1.629 1.238 1.647
10 H -0.976 1.780 -0.632
11 H 0.845 0.776 -1.734
12 H 1.788 1.141 -0.292
13 H 1.407 -1.464 -1.144
14 H 1.464 -1.107 0.592

Values from the calculation:
LUMO energy (eV): 0.56
SMILES: C=CCCP(=O)=O
2S+1: 1
Energy relative to the best compared isomer or geometry (same formula, charge and spin) (kcal/mol): 0.0
Max |F| (eV Å⁻¹): 1.21
E_tot (hartree): -648.4626
HOMO-LUMO gap (eV): 11.3
HOMO level (eV): -10.7

=====

[4]
The following is a DFT calculation (ωB97M-V/def2-TZVPD) of 2 unconnected molecules or ions with the total composition C4H7O2S at a distorted geometry.

Cartesian coordinates (Å):
1 C -3.332 0.202 0.264
2 C 1.870 -0.489 0.582
3 C 0.320 0.716 -0.950
4 C 0.415 -0.272 0.228
5 O -3.775 -0.162 1.254
6 O -2.911 0.631 -0.708
7 S -0.321 -1.880 -0.222
8 H 2.447 -0.133 -0.265
9 H 2.347 0.122 1.432
10 H 2.020 -1.569 0.781
11 H 0.768 0.253 -1.741
12 H 0.996 1.488 -0.674
13 H -0.749 0.911 -1.045
14 H -0.093 0.182 1.065

Values from the calculation:
LUMO energy (eV): 3.36
2S+1: 1
Charge: -1
Energy relative to the best compared isomer or geometry (same formula, charge and spin) (kcal/mol): 10.6
Max |F| (eV Å⁻¹): 3.18
E_tot (hartree): -705.3235
HOMO-LUMO gap (eV): 5.7
HOMO level (eV): -2.4

=====

[5]
The following is a DFT calculation (ωB97M-V/def2-TZVPD) of 2 unconnected molecules or ions with the total composition C4H7O3 at a distorted geometry.

Cartesian coordinates (Å):
1 C -1.792 1.165 -0.189
2 O -2.855 0.976 0.538
3 C -0.445 1.037 0.310
4 C -1.198 -0.232 -0.820
5 C 1.859 -1.099 0.261
6 O 2.496 -0.452 1.103
7 O 2.004 -1.180 -0.977
8 H -2.023 2.003 -0.858
9 H -2.092 -0.664 -1.266
10 H 0.447 1.306 -0.242
11 H -0.263 0.500 1.233
12 H -0.592 -0.074 -1.714
13 H -0.714 -1.024 -0.252
14 H 1.033 -1.768 0.656

Values from the calculation:
LUMO energy (eV): 3.33
2S+1: 1
Charge: -1
Energy relative to the best compared isomer or geometry (same formula, charge and spin) (kcal/mol): 96.8
Max |F| (eV Å⁻¹): 4.87
E_tot (hartree): -382.2544
HOMO-LUMO gap (eV): 7.9
HOMO level (eV): -4.5

=====

[6]
The following is a DFT calculation (ωB97M-V/def2-TZVPD) of a molecular structure, C4H7O3Yb at a distorted geometry.

Cartesian coordinates (Å):
1 O 1.861 1.029 -0.147
2 C 2.331 -0.218 0.070
3 C 1.366 -1.309 -0.250
4 O 0.110 -0.954 0.325
5 C -1.086 -1.535 -0.201
6 C -2.224 -0.583 0.170
7 O -1.915 0.734 -0.154
8 Yb -0.058 1.335 0.034
9 H 3.085 -0.330 0.865
10 H 1.240 -1.671 -1.285
11 H -1.232 -2.543 0.215
12 H -0.988 -1.606 -1.297
13 H -2.429 -0.697 1.255
14 H -3.129 -0.939 -0.358
15 H 2.416 -1.876 0.137

Values from the calculation:
LUMO energy (spin up / spin down) (eV): -0.36 / -0.32
2S+1: 2
Energy relative to the best compared isomer or geometry (same formula, charge and spin) (kcal/mol): 6.7
Max |F| (eV Å⁻¹): 5.10
E_tot (hartree): -1540.8642
HOMO-LUMO gap (spin up / spin down) (eV): 5.9 / 6.1
HOMO level (spin up / spin down) (eV): -6.3 / -6.4

=====

[7]
The following is a DFT calculation (ωB97M-V/def2-TZVPD) of a single C4H7OP molecule at a distorted geometry.

Cartesian coordinates (Å):
1 C 1.455 -0.431 0.053
2 C 1.236 -1.734 -0.251
3 C 0.812 0.735 -0.595
4 C -0.491 0.982 0.031
5 O -2.696 -0.383 0.674
6 P -1.928 0.047 -0.737
7 H 2.288 -0.180 0.894
8 H 1.557 -2.734 -0.062
9 H 1.341 1.603 -0.161
10 H 0.927 0.835 -1.760
11 H -0.449 0.572 1.051
12 H -0.829 1.937 0.121
13 H -3.224 -1.250 0.742

Values from the calculation:
LUMO energy (spin up / spin down) (eV): 0.84 / -0.55
2S+1: 3
Energy relative to the best compared isomer or geometry (same formula, charge and spin) (kcal/mol): 33.0
Max |F| (eV Å⁻¹): 4.44
E_tot (hartree): -573.0260
HOMO-LUMO gap (spin up / spin down) (eV): 8.1 / 8.6
HOMO level (spin up / spin down) (eV): -7.2 / -9.1

=====

[8]
The following is a DFT calculation (ωB97M-V/def2-TZVPD) of a single C4H7P molecule at a distorted geometry.

Cartesian coordinates (Å):
1 H -3.278 0.507 1.248
2 P -2.791 0.033 -0.132
3 C -1.151 0.041 0.323
4 C -0.112 -0.324 -0.561
5 C 1.237 0.698 -0.366
6 C 1.228 -0.728 -0.030
7 H -0.849 0.232 1.293
8 H -0.156 -0.536 -1.585
9 H 1.215 1.435 0.448
10 H 1.672 1.044 -1.178
11 H 1.728 -1.543 -0.520
12 H 1.256 -0.859 1.061

Values from the calculation:
LUMO energy (eV): 0.48
SMILES: [H]/P=C/C1CC1
2S+1: 1
Energy relative to the best compared isomer or geometry (same formula, charge and spin) (kcal/mol): 46.3
Max |F| (eV Å⁻¹): 4.63
E_tot (hartree): -497.8529
HOMO-LUMO gap (eV): 8.7
HOMO level (eV): -8.2

=====

[9]
The following is a DFT calculation (ωB97M-V/def2-TZVPD) of a single C4H7P molecule at a distorted geometry.

Cartesian coordinates (Å):
1 C 1.284 -0.878 2.181
2 C 0.277 -0.564 1.369
3 C 0.357 -0.625 -0.011
4 P -0.550 0.246 -1.327
5 C -1.351 1.890 -1.897
6 H 1.034 -0.840 3.196
7 H 2.358 -1.304 2.015
8 H -0.659 -0.270 1.787
9 H 1.154 -1.203 -0.529
10 H -0.037 -0.504 -2.358
11 H -1.763 2.470 -1.069
12 H -2.072 1.601 -2.608

Values from the calculation:
LUMO energy (spin up / spin down) (eV): -0.54 / -0.46
SMILES: C=CC=[PH]=C
2S+1: 1
Energy relative to the best compared isomer or geometry (same formula, charge and spin) (kcal/mol): 97.3
Max |F| (eV Å⁻¹): 5.47
E_tot (hartree): -497.7716
HOMO-LUMO gap (spin up / spin down) (eV): 7.0 / 7.0
HOMO level (spin up / spin down) (eV): -7.5 / -7.5

=====

[10]
The following is a DFT calculation (ωB97M-V/def2-TZVPD) of a molecular structure, C4H8 at a distorted geometry.

Cartesian coordinates (Å):
1 C -1.450 -1.625 -0.882
2 C -0.988 -0.271 -0.834
3 C 1.954 1.988 1.091
4 C -0.028 -0.631 0.061
5 H -2.452 -1.804 -0.542
6 H -1.406 0.646 -1.154
7 H 2.239 1.784 2.158
8 H 1.108 2.628 1.224
9 H 2.764 2.406 0.546
10 H -0.174 -1.016 1.078
11 H 1.697 0.962 0.708
12 H -0.706 -2.373 -0.634

Values from the calculation:
LUMO energy (eV): -0.01
2S+1: 1
Energy relative to the best compared isomer or geometry (same formula, charge and spin) (kcal/mol): 128.7
Max |F| (eV Å⁻¹): 3.91
E_tot (hartree): -156.9788
HOMO-LUMO gap (eV): 7.6
HOMO level (eV): -7.6

=====

[11]
The following is a DFT calculation (ωB97M-V/def2-TZVPD) of 2 unconnected molecules or ions with the total composition C4H8 at a distorted geometry.

Cartesian coordinates (Å):
1 C 1.437 1.671 -0.011
2 C 1.550 0.482 0.053
3 C 1.516 -0.922 0.068
4 H 1.038 2.571 0.300
5 H 0.571 -1.141 0.728
6 H 1.421 -1.316 -1.027
7 H 2.473 -1.405 0.429
8 C -1.987 -0.007 -0.143
9 H -2.864 0.669 0.034
10 H -1.366 0.597 -0.723
11 H -1.478 -0.262 0.836
12 H -2.310 -0.936 -0.543

Values from the calculation:
LUMO energy (eV): 1.00
SMILES: C#CC.C
2S+1: 1
Energy relative to the best compared isomer or geometry (same formula, charge and spin) (kcal/mol): 51.3
Max |F| (eV Å⁻¹): 3.10
E_tot (hartree): -157.1021
HOMO-LUMO gap (eV): 10.9
HOMO level (eV): -9.9

=====

[12]
The following is a DFT calculation (ωB97M-V/def2-TZVPD) of a molecular structure, C4H8.

Cartesian coordinates (Å):
1 C 1.531 -0.422 -0.130
2 C -0.187 -0.225 1.181
3 C -1.286 -0.376 0.176
4 C -0.859 0.995 0.631
5 H 2.522 -0.120 0.223
6 H 1.147 0.295 -0.850
7 H 1.535 -1.439 -0.526
8 H 0.985 -0.544 1.025
9 H -2.204 -0.822 0.554
10 H -1.081 -0.628 -0.862
11 H -1.463 1.546 1.352
12 H -0.391 1.637 -0.110

Values from the calculation:
LUMO energy (eV): 0.93
2S+1: 1
Energy relative to the best compared isomer or geometry (same formula, charge and spin) (kcal/mol): 107.8
Max |F| (eV Å⁻¹): 0.26
E_tot (hartree): -157.0121
HOMO-LUMO gap (eV): 9.2
HOMO level (eV): -8.2

=====

Which value of max |F| does entry 9 give?
5.47 eV Å⁻¹

=====

Number 3 is which compound?
C4H7O2P

=====

Which formula does entry 9 have?
C4H7P